[1]
Computed, not measured: 2 unconnected molecules or ions with the total composition C17H26N6O5S in a non-equilibrium geometry, with ωB97M-V/def2-TZVPD.

LUMO energy	0.1	eV
largest force on an atom	3.15	eV/Å
Kohn-Sham gap	7.45	eV

Cartesian coordinates (Å):
H1 0.8343 1.1615 -5.0459
N1 1.0723 0.8947 -4.0993
C1 0.7385 -0.2835 -3.7431
N2 0.1635 -1.0499 -4.6790
N3 0.9306 -0.8471 -2.5224
C2 1.5608 -0.2936 -1.4079
C3 2.3629 -1.1223 -0.6197
C4 2.9853 -0.6255 0.5278
C5 2.7916 0.6967 0.9171
O1 3.4128 1.1297 2.0535
C6 1.9718 1.5465 0.1481
C7 1.7036 2.9376 0.5241
N4 2.1867 3.4659 1.6269
C8 1.8501 4.8773 1.9367
C9 0.4496 4.8892 2.5663
C10 2.8802 5.5484 2.8829
O2 2.6464 6.6827 3.2716
O3 3.9999 4.8694 3.2390
C11 1.3736 1.0379 -1.0190
H2 -0.0012 -2.0159 -4.4124
H3 0.4269 -0.8474 -5.6333
H4 0.6038 -1.8091 -2.4537
H5 2.5144 -2.1562 -0.9085
H6 3.6205 -1.2631 1.1335
H7 3.1546 2.0698 2.1954
H8 1.0745 3.5415 -0.1235
H9 1.8407 5.4706 1.0163
H10 0.4463 4.3100 3.4950
H11 -0.2855 4.4544 1.8831
H12 0.1380 5.9133 2.7930
H13 4.4858 5.4694 3.8223
H14 0.7340 1.6678 -1.6296
C12 -3.5356 -2.9582 2.1528
N5 -2.5763 -1.8527 2.1645
C13 -1.9525 -1.2345 1.1505
O4 -1.2196 -0.3013 1.4297
C14 -2.0730 -1.7078 -0.3174
C15 -3.4377 -1.3899 -0.9571
S1 -3.8281 0.3814 -0.8806
N6 -1.8232 -3.1484 -0.4465
C16 -1.1546 -3.7463 -1.4319
C17 -1.0017 -5.2441 -1.3110
O5 -0.6643 -3.1592 -2.3892
H15 -3.9562 -3.0760 3.1535
H16 -3.0439 -3.8924 1.8817
H17 -4.3578 -2.7527 1.4676
H18 -2.3547 -1.4501 3.0644
H19 -1.3101 -1.1603 -0.8764
H20 -4.2311 -1.9534 -0.4714
H21 -3.4058 -1.6850 -2.0077
H22 -3.7062 0.5488 0.4421
H23 -2.1483 -3.7341 0.3026
H24 -0.4437 -5.6160 -2.1697
H25 -0.4579 -5.4776 -0.3975
H26 -1.9849 -5.7109 -1.2885

Atoms 1-3, force components in eV/Å:
-0.15 -0.44 0.08
1.03 1.49 1.69
0.71 2.11 -1.10

natural (NBO) atomic charge list, values in e, 5 entries:
1. H 0.3352
2. N -0.8268
3. C 0.5887
4. N -0.8327
5. N -0.6572

=====

[2]
Computed, not measured: a molecular structure, C2H3O2Pt in a non-equilibrium geometry, with ωB97M-V/def2-TZVPD.

energy relative to the best compared isomer or geometry (same formula, charge and spin)	0.0000	eV
LUMO energy (spin up / spin down)	-5.7 / -7.6	eV
net charge	+1
largest force on an atom	5.04	eV/Å
multiplicity	3
Kohn-Sham gap (spin up / spin down)	8.51 / 7.14	eV

Cartesian coordinates (Å):
C1 0.9231 -0.7000 0.5229
C2 1.0397 -0.3687 -0.7827
O1 0.0458 0.2413 -1.4279
O2 -0.2478 -0.2259 1.1324
H1 1.8345 -0.8498 -1.3686
H2 -0.2453 -0.3598 2.0853
Pt1 -1.4403 0.4508 -0.3388
H3 1.9158 -0.4779 1.0072

Atoms 1-3, force components in eV/Å:
1.11 2.43 1.88
-1.54 -0.68 -3.00
3.75 -1.40 -0.60

natural (NBO) atomic charge list, values in e, 5 entries:
1. C 0.1001
2. C 0.1448
3. O -0.4994
4. O -0.7068
5. H 0.2391

=====

[3]
Computed, not measured: 6 unconnected molecules or ions with the total composition C6H20O6 in a non-equilibrium geometry, with ωB97M-V/def2-TZVPD.

energy relative to the best compared isomer or geometry (same formula, charge and spin)	1.6324	eV
LUMO energy	0.4	eV
largest force on an atom	2.23	eV/Å
Kohn-Sham gap	9.96	eV

Cartesian coordinates (Å):
C1 -2.2077 -15.4526 4.5107
C2 -1.8946 -13.9822 4.2620
C3 -1.9156 -13.0091 5.3724
O1 -1.7677 -13.5498 3.1044
H1 -3.2891 -15.5984 4.6094
H2 -1.6487 -15.8775 5.3357
H3 -1.9103 -16.0517 3.6722
H4 -1.6108 -12.0418 4.9969
H5 -1.1875 -13.2013 6.1748
H6 -2.9112 -12.9213 5.8143
C4 2.9550 -9.9062 4.5457
C5 2.9219 -11.1039 5.4786
C6 1.5681 -11.8298 5.6363
O2 3.8889 -11.5388 6.0412
H7 2.9245 -10.2675 3.5294
H8 3.9257 -9.4134 4.6774
H9 2.1798 -9.1518 4.6986
H10 1.4667 -12.4171 6.5255
H11 1.2075 -12.4581 4.8224
H12 0.7770 -11.0850 5.7282
O3 1.8741 -12.7416 1.9927
H13 2.5062 -12.6949 1.2632
H14 1.3335 -13.5238 1.8670
O4 2.4965 -10.2711 0.1840
H15 2.0779 -10.0093 -0.6431
H16 2.0423 -9.7225 0.8354
O5 0.6457 -8.5659 1.9304
H17 -0.1998 -9.0736 1.8468
H18 0.8448 -8.8108 2.8233
O6 -0.6129 -11.0664 2.6478
H19 -1.2953 -11.7604 2.7432
H20 0.1446 -11.6254 2.3957

Atoms 1-3, force components in eV/Å:
0.34 0.30 -0.25
-0.54 0.09 -2.16
0.64 0.68 1.01

natural (NBO) atomic charge list, values in e, 5 entries:
1. C -0.7221
2. C 0.6125
3. C -0.7372
4. O -0.5865
5. H 0.2466

=====

[4]
Computed, not measured: 4 unconnected molecules or ions with the total composition H8O4 in a non-equilibrium geometry, with ωB97M-V/def2-TZVPD.

energy relative to the best compared isomer or geometry (same formula, charge and spin)	1.0563	eV
LUMO energy	0.4	eV
largest force on an atom	2.41	eV/Å
Kohn-Sham gap	10.73	eV

Cartesian coordinates (Å):
O1 -2.0651 0.9051 -0.4291
H1 -1.5531 0.2761 -0.8901
H2 -2.9011 0.4801 -0.6421
O2 1.8809 1.4501 -0.8431
H3 2.6419 1.9971 -0.6641
H4 1.3039 2.1241 -1.1121
O3 0.0999 -0.1879 0.9309
H5 0.8249 0.4681 0.9849
H6 -0.7461 0.2871 0.8899
O4 0.4399 -2.8819 0.6329
H7 0.5469 -1.9229 0.8679
H8 -0.4731 -2.9949 0.2739

Atoms 1-3, force components in eV/Å:
-1.24 0.35 0.30
2.02 -0.90 -0.91
-0.84 0.57 0.46

natural (NBO) atomic charge list, values in e, 5 entries:
1. O -0.9331
2. H 0.4719
3. H 0.4719
4. O -0.9264
5. H 0.4657

=====

[5]
Computed, not measured: a molecular structure, C7H8CoO5 in a non-equilibrium geometry, with ωB97M-V/def2-TZVPD.

energy relative to the best compared isomer or geometry (same formula, charge and spin)	0.6028	eV
LUMO energy (spin up / spin down)	-13.3 / -16.6	eV
net charge	+3
largest force on an atom	12.17	eV/Å
multiplicity	5
Kohn-Sham gap (spin up / spin down)	7.57 / 5.76	eV

Cartesian coordinates (Å):
Co1 0.1362 -0.2212 -0.9277
O1 0.2968 2.6021 -0.1060
C1 0.2103 1.5166 -0.4998
C2 0.0433 -1.9669 -0.6220
O2 0.0009 -3.0589 -0.2020
C3 1.8531 -0.3383 -0.4381
O3 2.9770 -0.3928 -0.1490
C4 -1.5834 -0.1431 -0.5332
O4 -2.7152 -0.0945 -0.3098
C5 0.1394 0.5078 -3.5679
H1 -0.7658 1.1020 -3.6063
H2 1.0959 1.0153 -3.5760
C6 0.0744 -0.8563 -3.6415
H3 0.9844 -1.4602 -3.7100
H4 -0.8890 -1.3665 -3.7410
C7 -0.5597 0.7593 4.2849
O5 0.2223 -0.2615 3.6730
H5 -1.4730 0.9044 3.7195
H6 -0.0460 1.7121 4.2530
H7 -0.8602 0.5364 5.3212
H8 0.8584 -0.4960 4.3788

Atoms 1-3, force components in eV/Å:
0.51 0.39 -5.00
-0.47 -4.74 -1.50
1.10 10.79 2.09

Löwdin atomic charge list, values in e, 5 entries:
1. Co 0.3981
2. O 0.3027
3. C -0.0369
4. C -0.0471
5. O 0.2934

=====

[6]
Computed, not measured: a molecular structure, C36H38GeN4O4S5SeW in a non-equilibrium geometry, with ωB97M-V/def2-TZVPD.

energy relative to the best compared isomer or geometry (same formula, charge and spin)	0.0000	eV
LUMO energy (spin up / spin down)	-0.5 / -0.7	eV
largest force on an atom	3.15	eV/Å
multiplicity	3
Kohn-Sham gap (spin up / spin down)	6.89 / 6.89	eV

Cartesian coordinates (Å):
W1 12.8337 12.5761 10.7011
S1 14.5095 11.4630 9.1747
C1 14.7844 9.9287 9.8963
C2 16.0885 9.5824 10.3240
C3 16.3376 8.3324 10.9013
C4 15.2905 7.3885 11.0296
C5 14.0055 7.7008 10.5731
C6 13.7376 8.9738 10.0496
S2 12.1690 9.4344 9.4880
C7 11.0758 9.1953 10.9122
C8 10.8453 10.2658 11.9726
C9 9.8117 9.8585 12.8480
C10 9.6143 10.5015 14.0807
C11 10.4505 11.5900 14.3175
C12 11.3878 12.0141 13.3520
C13 12.1810 13.1835 13.8168
S3 13.5641 13.8430 12.8056
C14 12.9298 15.4472 12.5125
C15 13.6335 16.5619 12.9540
C16 13.1264 17.8461 12.7237
C17 11.8965 18.0068 12.0570
C18 11.1833 16.8756 11.6329
C19 11.7172 15.5877 11.7969
S4 10.9248 14.1973 11.0963
N1 11.5227 11.4521 12.1193
H1 16.8763 10.3215 10.2110
H2 17.3325 8.0888 11.2824
H3 15.5004 6.4150 11.4767
H4 13.1879 6.9754 10.6738
H5 11.4149 8.2774 11.4369
H6 10.0636 8.9504 10.5257
H7 9.2444 8.9775 12.5556
H8 8.8610 10.1770 14.7924
H9 10.4306 12.1545 15.2464
H10 12.6943 12.8939 14.7607
H11 11.4370 13.9661 14.0701
H12 14.6001 16.4009 13.4360
H13 13.6751 18.7188 13.0573
H14 11.5006 19.0008 11.8796
H15 10.2198 16.9727 11.1398
O1 13.2274 9.5020 12.7715
C20 14.1310 10.3580 12.8249
O2 14.3598 11.4485 12.1809
C21 15.2958 10.0794 13.7242
C22 15.4051 8.7632 14.2358
C23 16.4646 8.4324 15.0750
C24 17.4008 9.3838 15.4674
C25 17.2398 10.6905 14.9532
C26 16.2148 11.0752 14.0778
N2 18.1863 11.7201 15.3778
O3 19.1817 11.2899 16.0127
O4 17.9128 12.9114 15.0762
H16 14.6615 8.0139 13.9569
H17 16.5427 7.4142 15.4386
H18 18.2400 9.1683 16.1368
H19 16.1517 12.1086 13.7197
C27 8.3575 9.1062 8.2308
Ge1 8.6869 10.9649 7.7038
C28 6.9964 11.9381 7.4873
C29 9.7078 10.8952 6.0279
C30 9.6336 11.9405 9.0911
Se1 11.5358 12.1800 8.5572
C31 11.1819 13.7885 7.4501
H20 7.7500 8.5874 7.4681
H21 7.7838 9.0898 9.1762
H22 9.2935 8.5479 8.3511
H23 6.4075 11.5187 6.6620
H24 7.1823 13.0031 7.2837
H25 6.3868 11.8564 8.4058
H26 9.3720 9.9949 5.4756
H27 10.7943 10.8300 6.1650
H28 9.4665 11.7554 5.3860
H29 9.5382 11.3849 10.0311
H30 9.1726 12.9250 9.2094
H31 10.4181 13.5583 6.6983
H32 12.1354 14.0950 7.0086
H33 10.8521 14.5308 8.1839
C32 10.2824 17.2826 8.1853
C33 11.7246 17.2568 8.5780
C34 12.5332 18.4086 8.6242
C35 13.8339 18.1986 9.0671
N3 14.3515 17.0040 9.4411
C36 13.4815 15.9971 9.3008
S5 14.2091 14.3601 9.6448
N4 12.2081 16.0549 8.8999
H34 9.9288 18.3135 8.0582
H35 9.6470 16.7935 8.9467
H36 10.1286 16.7343 7.2320
H37 12.1344 19.3771 8.3537
H38 14.5075 19.0391 9.1733

Atoms 1-3, force components in eV/Å:
2.21 0.70 1.45
-0.32 1.25 -0.15
0.07 -1.94 0.61

Löwdin atomic charge list, values in e, 5 entries:
1. W 0.7574
2. S 0.5333
3. C -0.6900
4. C -0.0973
5. C -0.0739

=====

> Which of these has the lowest largest force on an atom?

C6H20O6